1.
68
Properties=species:S:1:pos:R:3:forces:R:3 method="wB97M-V/def2-TZVPD" total_energy_ev=-122926.0595 total_charge=+2 largest_force_ev_per_a=4.2 homo_lumo_gap_ev="6.074 / 6.064" spin_multiplicity=2
H 0.0516 -1.5590 2.2972 0.09 -0.07 -0.07
C -1.8860 -1.7029 1.5111 -0.90 -0.43 -0.20
N -2.7212 1.2655 -1.0325 2.04 -0.28 -1.41
H -4.7116 1.5559 1.6114 0.02 0.06 0.06
H 1.9522 -4.5011 -0.1201 -0.11 -0.05 -0.04
H -0.4989 -4.1865 1.8307 -0.01 -0.05 -0.06
C -3.5991 1.1882 -2.0118 0.08 -0.11 -0.52
H 2.0717 -0.8672 2.2565 0.03 0.14 -0.05
C 3.8593 2.4305 -1.3065 -0.14 -0.20 -0.25
C 0.7032 4.3674 -1.5338 -0.49 0.34 -0.07
H 2.6835 4.5505 -1.2750 -0.25 -0.23 0.02
H 4.1835 -0.7379 -2.3899 -0.03 -0.14 -0.10
C 4.4719 1.2261 -1.5488 -0.36 0.24 0.04
H -3.3799 -3.2200 1.4698 -0.06 -0.01 -0.08
H -2.7646 5.9317 -1.5892 -0.16 0.00 -0.01
C -4.4338 1.4734 0.5718 0.17 0.02 -0.44
C -1.8867 1.4253 1.2162 -2.66 -0.07 -0.34
O -2.1335 1.4120 2.3973 0.42 0.08 0.09
H 4.0132 -4.5512 1.4272 0.07 0.07 -0.06
C 0.5892 5.7674 -1.4317 -0.19 -0.28 -0.08
H 3.4100 -0.9277 1.1131 -0.07 0.04 0.06
H -2.4313 3.5165 -1.8099 0.14 0.06 -0.02
C -1.7690 5.5243 -1.5726 0.07 -0.21 -0.05
H 1.7817 -0.3216 -2.8920 0.09 0.02 0.21
H -2.1963 -1.3857 2.5074 0.13 0.10 -0.11
S -0.5328 -1.3184 -1.2384 -0.49 1.91 -1.29
N -0.3702 3.5846 -1.6804 0.24 -1.61 0.01
H 2.0077 -1.2918 -0.6239 -0.31 0.00 0.19
H -0.7660 7.4220 -1.3845 0.03 0.10 0.04
H 4.5669 -3.0935 0.6227 0.05 0.00 0.08
C 3.7221 0.1997 -2.1283 -0.38 0.02 -0.14
H 3.4942 -4.9089 -0.8639 -0.03 0.03 -0.06
H 2.8219 -3.3043 -1.0904 -0.06 0.00 -0.09
H -1.9577 -5.1601 1.8796 0.13 0.04 -0.07
H -1.2457 -4.7680 4.1577 0.00 -0.01 0.08
H -2.7364 -3.8682 3.8978 -0.12 0.01 0.08
H 1.4763 6.3758 -1.3545 0.15 0.00 0.04
C -4.9600 1.2774 -1.7870 0.27 0.00 -0.28
H 3.3568 -2.7661 2.8098 -0.06 0.02 0.09
Ru -0.4592 1.1703 -1.6647 -1.41 1.07 3.81
C -2.3123 -3.1552 1.2555 0.36 0.12 0.20
N 1.7585 1.5793 -2.0995 -1.64 -0.43 0.55
C 2.8126 -2.8614 1.8695 0.22 0.27 -0.26
H 5.5156 1.0883 -1.3139 0.11 -0.01 0.00
C -3.0929 1.4118 0.2214 0.61 -0.01 1.18
H -1.1909 -3.0297 3.9358 0.04 0.12 0.09
H -2.3794 -1.0620 0.7751 0.15 0.00 0.18
C 0.2455 -1.3726 0.3111 0.68 -0.13 0.62
H -5.6757 1.2418 -2.5934 0.01 -0.05 -0.07
C -1.5741 4.1661 -1.6920 -0.66 0.62 -0.09
C -0.6557 6.3513 -1.4504 0.10 -0.38 -0.04
N -0.4501 -1.5324 1.4192 0.78 0.24 -0.15
H 1.8947 -3.4142 2.0806 -0.10 0.01 0.05
N 1.9744 3.8494 -1.4664 0.53 0.06 0.26
C 2.9394 -4.1135 -0.3681 0.18 0.00 0.02
H -2.1591 -3.3946 0.2013 -0.10 0.03 -0.06
C -5.3666 1.4247 -0.4602 0.16 -0.01 0.18
C 3.6727 -3.6617 0.8914 -0.21 -0.18 0.11
N 1.5768 -1.3281 0.2918 -0.34 0.15 -0.24
O -0.7652 1.3857 0.6358 2.92 -0.12 -1.97
H -6.4211 1.4995 -0.2350 -0.05 -0.03 -0.03
C 2.4880 -1.4284 1.4167 0.10 -0.31 0.62
Br -2.6613 0.9611 -3.6879 -0.50 0.06 0.24
C 2.4907 2.5913 -1.6147 0.16 0.13 0.01
C -1.5567 -4.1697 2.1113 -0.22 -0.18 0.01
H 4.4198 3.2642 -0.9087 -0.04 0.06 0.05
C -1.6908 -3.9412 3.6093 0.10 -0.02 -0.09
C 2.3868 0.4253 -2.3857 0.77 -0.63 -0.40



2.
73
Properties=species:S:1:pos:R:3:forces:R:3 method="wB97M-V/def2-TZVPD" total_energy_ev=-172940.3952 total_charge=-1 largest_force_ev_per_a=2.0 homo_lumo_gap_ev=7.042 relative_energy_kcal_mol=50.9
H 0.6773 7.4839 -0.7044 -0.01 0.01 -0.01
H 2.3341 1.3557 -2.7499 0.02 0.02 0.00
O 2.8137 -0.9154 -2.8630 -0.04 0.00 0.27
C 1.0393 -3.1822 -4.0282 0.08 0.22 0.18
C -1.1363 -5.7600 0.3203 -0.06 -0.06 0.09
C 1.0717 -0.6893 4.5012 -0.03 0.02 -0.01
H -0.1133 -3.8209 2.6834 -0.06 -0.04 -0.12
C 0.2969 -3.0435 3.3171 0.01 -0.06 -0.18
C -1.9519 -3.5167 0.5514 0.08 0.06 0.25
C 0.4999 4.6235 1.0300 -0.05 0.25 0.27
C -1.1651 3.5886 -2.0304 -0.15 -0.06 0.08
S -3.0351 -0.3116 -0.1994 -0.36 0.46 0.17
O 0.1903 -1.8319 2.5772 -0.03 -0.14 0.04
C 0.6626 2.3567 -1.8399 0.14 -0.09 0.06
H 1.2757 -1.6059 5.0312 -0.02 0.02 -0.02
C 1.7106 -1.2104 -2.4072 0.86 -0.24 -0.65
H -0.1921 6.9174 3.4608 0.02 -0.01 0.03
Br 2.0261 0.5275 6.8751 0.02 0.01 0.01
O 2.3168 -4.6517 -5.3537 -0.07 0.02 -0.06
C 0.4079 3.0246 2.5497 0.03 0.30 -0.18
C 0.5266 -0.7103 3.2261 -0.03 0.29 -0.07
H 2.4187 1.4841 -1.0207 0.02 0.02 0.00
N -0.4714 -2.1558 -2.7393 0.95 -0.27 -0.30
H 1.3435 -3.2680 3.5395 -0.02 0.00 0.01
N 0.1596 3.4839 -2.3932 -0.18 -0.37 -0.28
H -3.0859 -5.2478 1.0839 0.00 -0.03 0.00
H 1.1959 -3.5314 -0.6732 -0.06 -0.04 -0.13
H -3.4364 -3.9637 -2.8886 0.06 0.07 -0.16
N 0.1725 4.1163 3.2270 -0.14 -0.09 0.26
H 0.8296 2.5780 0.5081 -0.06 -0.01 0.03
S -2.6687 -0.0285 -2.2527 0.03 -0.52 -0.01
H -0.5247 -4.6045 -4.7470 0.02 -0.02 -0.02
C -2.1400 -4.8851 0.7018 0.05 0.01 -0.01
C -0.2307 -3.7665 -4.1375 0.02 0.18 0.06
C 0.0481 6.5136 2.4870 0.00 0.02 -0.02
C 0.6729 5.4471 -0.0748 0.14 0.12 -0.08
O 3.3071 -2.7894 -4.6888 0.20 -0.11 -0.06
O 1.2376 -0.7208 -1.2975 0.93 0.20 -0.04
Hf -0.7332 -1.0048 -0.9397 -1.53 1.35 -0.02
H -0.7609 1.2710 1.1176 -0.15 -0.06 -0.19
H -0.2773 -2.9795 4.2449 0.00 -0.01 -0.04
S -4.4769 -4.4051 -2.1623 0.10 0.28 0.25
C -0.7842 -2.9687 0.0018 -0.19 -0.83 0.39
H 0.6557 4.1089 -3.0026 0.07 -0.05 -0.02
H 0.1136 8.4028 1.4949 -0.04 0.00 0.02
C 0.8300 -2.1605 -3.1022 -0.02 -0.20 -0.26
C 0.2355 -3.8872 -0.3075 0.06 -0.03 0.19
Sb -5.0016 -2.1679 -1.2588 -0.48 -0.52 0.51
H 2.7097 2.9243 -2.0264 -0.03 0.04 0.03
N -0.2740 1.7220 -1.1523 -0.14 0.29 -0.27
H 0.9295 5.0443 -1.0443 0.01 0.18 0.27
O -0.2939 0.4429 1.2893 0.44 -0.32 0.62
H -2.7372 -2.8641 0.9133 -0.12 0.00 -0.19
N 0.5954 3.2635 1.2104 0.11 -0.03 0.23
C 0.5799 1.7086 3.1732 0.02 -0.23 0.06
H -2.3305 2.2401 -0.7620 -0.04 -0.09 -0.04
C -1.4145 2.5032 -1.2609 0.07 0.31 -0.01
C 0.0711 -5.2551 -0.1449 0.10 0.04 -0.08
C 0.2123 7.3303 1.3865 0.00 0.10 0.08
N -1.1120 -3.1361 -3.3760 -0.75 -0.11 -0.03
S -5.8800 -2.8063 0.7201 0.02 0.08 -0.40
H -1.7920 4.4003 -2.3507 0.00 0.02 0.02
H 0.8750 -5.9295 -0.4172 0.00 0.00 0.00
H 1.2893 2.6695 4.9464 0.02 0.01 0.01
C 1.3306 0.5289 5.1108 0.03 0.03 0.05
C 0.2126 5.1412 2.3094 0.12 -0.16 -0.39
C 0.2779 0.5029 2.5512 -0.02 -0.04 0.00
C 1.0950 1.7183 4.4761 -0.04 0.00 -0.01
H 3.1657 -2.0291 -4.0751 -0.12 0.00 -0.01
C 2.1108 2.0193 -1.9156 0.02 -0.10 -0.17
C 0.5316 6.8068 0.1273 0.01 -0.08 -0.05
C 2.2567 -3.6148 -4.7384 0.10 0.03 0.00
H -1.2929 -6.8299 0.3821 0.03 -0.02 0.04



3.
11
Properties=species:S:1:pos:R:3:forces:R:3 method="wB97M-V/def2-TZVPD" total_energy_ev=-18692.1135 largest_force_ev_per_a=4.5 homo_lumo_gap_ev=9.061 relative_energy_kcal_mol=46.1
N -1.7212 -2.0656 -0.7504 0.91 -4.08 -1.61
C 0.1617 -0.7760 -1.1278 -0.66 -1.44 0.88
H 2.2781 1.6279 0.1925 -2.11 -0.11 0.35
H 0.5269 -1.3883 -1.9492 -0.67 -0.27 -0.56
C 1.2382 1.1455 0.1315 1.76 0.84 1.52
C 1.1602 0.1913 -0.7566 -0.36 0.14 -0.93
H -1.9902 -2.7727 0.0392 0.81 2.29 -1.58
Cl 0.0591 1.4086 1.3635 0.35 0.33 -0.14
H -1.2986 -2.7121 -1.5796 -1.29 1.69 2.12
H 2.0071 0.2280 -1.3998 0.59 -0.40 -0.60
N -0.8344 -1.1193 -0.3876 0.68 1.01 0.55



4.
45
Properties=species:S:1:pos:R:3:forces:R:3 method="wB97M-V/def2-TZVPD" total_energy_ev=-37828.6651 smiles="CCOC(=O)[C@](O)(c1ccc(/N=C/c2ccccc2O)c(C)c1)C(F)(F)F" largest_force_ev_per_a=1.0 homo_lumo_gap_ev=8.469 relative_energy_kcal_mol=0.3
O 4.3981 0.1485 2.0815 0.29 -0.01 -0.17
C 1.4454 -0.3159 0.0405 0.13 0.05 0.03
C -2.1523 -0.5481 1.1710 -0.02 0.04 0.01
H 5.4510 -0.1003 5.2663 0.05 0.02 0.12
C -0.9557 -0.2119 0.3308 -0.09 0.07 -0.23
C 2.8845 -2.2392 0.7790 0.17 -0.54 -0.20
F 2.1426 -2.6830 1.7988 -0.21 0.21 0.18
C 0.0865 0.6510 -1.6737 -0.13 0.05 0.15
H 5.7965 1.1447 3.1288 -0.15 -0.02 0.02
H -3.0403 0.4130 -2.9971 -0.04 0.05 0.07
H -2.3024 0.2098 1.9402 -0.11 0.01 0.06
H 5.7207 -1.2369 3.9352 0.08 -0.06 0.01
C -1.0626 0.4295 -0.9122 0.89 -0.15 0.43
C -6.6007 2.8239 -1.4966 -0.11 0.14 0.17
C 1.3304 0.2994 -1.1998 0.10 -0.07 0.13
C 5.0402 -0.4919 4.3405 -0.12 0.15 -0.35
C -5.9566 1.5667 -3.4427 0.09 -0.08 -0.07
H -7.3295 3.4243 -0.9743 -0.05 0.05 0.05
H 4.6760 -0.4547 0.0416 -0.20 0.01 0.07
H 0.3775 -1.0657 1.7420 0.01 -0.04 0.05
O -3.8539 0.5215 -3.5512 -0.05 -0.06 -0.16
F 4.1514 -2.6102 1.0523 0.23 0.12 0.03
H -0.0158 1.1292 -2.6359 -0.03 0.00 -0.12
H -7.8311 2.5551 -3.2312 -0.08 0.01 -0.05
N -2.2687 0.7776 -1.4909 -0.88 0.08 -0.52
C 2.8156 -0.7042 0.5599 -0.04 -0.31 0.36
H -1.9968 -1.5008 1.6722 -0.03 -0.05 0.05
C 3.0984 -0.0857 1.9538 -0.28 0.07 -0.23
H -6.1607 1.1809 -4.4291 -0.02 -0.05 -0.11
H -3.0302 1.9291 0.0609 0.09 -0.10 0.05
H -3.0574 -0.6115 0.5700 -0.05 -0.06 0.07
H 4.1203 1.3669 3.7235 0.16 -0.05 -0.10
C -5.3887 2.5385 -0.9112 0.05 -0.10 -0.14
O 3.8039 -0.3650 -0.3670 -0.02 0.01 -0.19
F 2.5121 -2.9238 -0.3024 -0.06 0.18 -0.20
O 2.2684 0.1218 2.7914 0.07 0.03 0.12
C 4.8518 0.6448 3.3488 0.06 0.10 0.54
H -5.1593 2.9139 0.0761 0.03 0.04 0.10
C -3.1734 1.4778 -0.9266 0.43 0.03 0.17
C 0.3035 -0.5806 0.7822 0.05 0.12 -0.13
H 2.2149 0.4878 -1.7848 0.06 0.03 -0.07
C -4.7226 1.2662 -2.8626 -0.06 0.13 0.19
C -6.8814 2.3335 -2.7679 0.15 -0.06 0.01
C -4.4316 1.7602 -1.5720 -0.34 0.03 -0.27
H 4.0845 -0.9654 4.5520 -0.04 -0.04 0.06